{
  "formula": "C18H17Cl3N2O2S",
  "method": "ωB97M-V/def2-TZVPD",
  "homo_energy_ev": -7.744,
  "multiplicity": 1,
  "homo_lumo_gap_ha": 0.27799,
  "smiles": "Cc1[nH]c2ccccc2c1C[C@H](C)NS(=O)(=O)c1c(Cl)cc(Cl)cc1Cl",
  "e_lumo_ev": -0.18,
  "species": ["O", "O", "Cl", "Cl", "Cl", "C", "C", "C", "C", "C", "C", "C", "C", "C", "C", "C", "C", "C", "C", "N", "N", "C", "C", "C", "C", "S", "H", "H", "H", "H", "H", "H", "H", "H", "H", "H", "H", "H", "H", "H", "H", "H", "H"],
  "coordinates": [[-1.957, 0.945, 1.637], [-1.698, 2.306, 3.636], [-1.465, 7.570, -1.127], [-2.742, 2.383, -0.817], [-0.353, 5.021, 3.458], [0.144, -2.478, 0.914], [1.181, -1.573, 0.866], [4.069, -2.365, -1.634], [3.549, -3.573, -2.107], [-2.011, 4.963, -0.718], [-1.038, 6.079, 1.142], [3.396, -1.603, -0.613], [2.291, -3.988, -1.603], [-1.543, 6.145, -0.136], [-2.059, 3.772, -0.010], [-1.036, 4.873, 1.867], [2.148, -2.053, -0.119], [1.633, -3.227, -0.641], [-1.518, 3.685, 1.295], [0.405, -3.490, -0.022], [0.304, 1.833, 2.190], [-1.029, -2.559, 1.833], [2.131, 1.735, 0.551], [1.352, -0.342, 1.755], [0.903, 0.994, 1.116], [-1.333, 2.128, 2.222], [5.012, -2.036, -2.012], [4.030, -4.087, -2.918], [-2.360, 5.022, -1.740], [-0.547, 6.952, 1.553], [3.827, -0.677, -0.289], [1.865, -4.896, -2.032], [-0.128, -4.324, -0.214], [0.546, 1.535, 3.131], [-1.006, -1.772, 2.568], [-1.922, -2.482, 1.218], [-1.016, -3.525, 2.318], [2.688, 1.110, -0.189], [2.851, 1.988, 1.373], [1.866, 2.657, 0.048], [0.772, -0.478, 2.642], [2.382, -0.294, 2.071], [0.168, 0.880, 0.293]],
  "atomic_forces_ev_per_a": [[0.16, 1.96, -0.56], [0.76, 0.80, -2.16], [-0.02, -0.23, 0.49], [0.24, 0.52, 0.13], [-0.10, -0.35, -0.36], [1.15, -0.17, -0.39], [0.18, 0.26, 0.31], [-1.18, 0.55, 1.75], [-1.78, 0.83, 1.02], [-0.43, 0.47, -0.12], [0.29, 0.18, 0.28], [0.15, -1.43, -1.45], [1.00, -0.30, -0.98], [0.19, -1.32, -0.36], [0.35, -0.29, 0.18], [0.09, 0.61, -0.38], [0.58, 1.02, 0.18], [-0.76, -1.31, -0.27], [-0.09, -0.14, 0.12], [0.60, 0.52, -0.05], [-0.56, 0.84, -0.14], [0.35, -0.13, -1.01], [0.83, -0.38, 0.13], [-0.74, -0.85, -1.45], [0.71, 0.58, -0.11], [-0.49, -2.97, 2.35], [0.43, 0.37, -0.12], [0.11, -0.32, -0.01], [-0.12, -0.29, 0.03], [-0.21, -0.07, 0.24], [0.19, 0.22, 0.21], [-0.13, 0.19, 0.32], [-0.07, 0.32, 0.27], [0.04, 0.22, -0.09], [-0.11, 0.25, 0.15], [-0.36, 0.09, 0.25], [-0.14, -0.27, 0.28], [-0.58, 0.36, 0.57], [-0.62, -0.22, -0.59], [-0.18, 0.20, -0.01], [-0.47, -0.27, 0.63], [0.50, 0.25, 0.05], [0.25, -0.28, 0.70]],
  "nbo_charge": [-0.92, -0.92, 0.04, 0.06, 0.07, 0.22, -0.13, -0.23, -0.23, -0.26, -0.27, -0.22, -0.22, 0.02, 0.01, 0.03, -0.02, 0.11, -0.38, -0.55, -0.88, -0.65, -0.61, -0.43, -0.05, 2.27, 0.21, 0.21, 0.25, 0.25, 0.21, 0.21, 0.41, 0.41, 0.24, 0.23, 0.22, 0.22, 0.21, 0.21, 0.21, 0.22, 0.23]
}



{
  "formula": "C2H2N2S",
  "method": "ωB97M-V/def2-TZVPD",
  "homo_energy_ev": -8.710,
  "multiplicity": 1,
  "homo_lumo_gap_ha": 0.34786,
  "smiles": "C#[N+][S-].C#N",
  "e_lumo_ev": 0.76,
  "species": ["C", "C", "N", "N", "S", "H", "H"],
  "coordinates": [[-0.914, 1.359, -0.139], [1.144, -1.296, -0.494], [-1.238, 0.635, -0.955], [1.949, -0.483, -0.245], [3.004, 0.613, -0.042], [-0.601, 2.033, 0.611], [0.436, -2.069, -0.470]],
  "atomic_forces_ev_per_a": [[0.13, 0.29, 0.23], [1.67, 1.55, 0.68], [-0.27, -0.55, -0.54], [-3.04, -3.18, -1.07], [1.85, 2.04, 0.50], [0.15, 0.29, 0.31], [-0.49, -0.44, -0.12]],
  "nbo_charge": [0.09, 0.13, -0.33, -0.41, 0.03, 0.23, 0.25]
}



{
  "formula": "C29H55N5O5S",
  "method": "ωB97M-V/def2-TZVPD",
  "homo_energy_ev": -9.208,
  "multiplicity": 1,
  "homo_lumo_gap_ha": 0.35394,
  "smiles": "CCCCN[C@@H]1OS(=O)(=O)O[C@@H]1CCCCCOCC.CCCC#N.CCCC#N.CCCC#N.CCCC#N",
  "e_lumo_ev": 0.42,
  "species": ["C", "C", "C", "C", "N", "C", "O", "S", "O", "O", "O", "C", "C", "C", "C", "C", "C", "O", "C", "C", "H", "H", "H", "H", "H", "H", "H", "H", "H", "H", "H", "H", "H", "H", "H", "H", "H", "H", "H", "H", "H", "H", "H", "H", "H", "H", "H", "C", "C", "C", "C", "N", "H", "H", "H", "H", "H", "H", "H", "C", "C", "C", "C", "N", "H", "H", "H", "H", "H", "H", "H", "C", "C", "C", "C", "N", "H", "H", "H", "H", "H", "H", "H", "C", "C", "C", "C", "N", "H", "H", "H", "H", "H", "H", "H"],
  "coordinates": [[3.052, -5.011, -1.254], [3.152, -3.587, -1.799], [4.485, -2.905, -1.459], [4.376, -1.488, -0.897], [3.737, -0.572, -1.850], [3.699, 0.827, -1.565], [4.760, 1.261, -0.654], [4.269, 1.377, 0.850], [4.657, 2.657, 1.342], [4.583, 0.198, 1.589], [2.723, 1.347, 0.548], [2.474, 1.482, -0.879], [1.044, 1.132, -1.239], [0.518, -0.278, -0.965], [0.047, -0.494, 0.476], [-0.672, -1.831, 0.698], [-1.815, -2.123, -0.272], [-1.371, -2.841, -1.426], [-1.899, -2.467, -2.688], [-0.799, -2.317, -3.746], [3.814, -5.658, -1.704], [3.218, -5.021, -0.171], [2.071, -5.450, -1.457], [2.323, -3.003, -1.396], [3.030, -3.632, -2.886], [5.000, -3.501, -0.694], [5.154, -2.906, -2.331], [3.789, -1.511, 0.026], [5.380, -1.136, -0.631], [4.086, -0.718, -2.787], [3.863, 1.365, -2.502], [2.593, 2.552, -1.097], [0.411, 1.856, -0.710], [0.951, 1.362, -2.309], [-0.310, -0.455, -1.658], [1.276, -1.018, -1.206], [0.935, -0.464, 1.119], [-0.627, 0.317, 0.781], [0.024, -2.678, 0.700], [-1.119, -1.790, 1.694], [-2.295, -1.186, -0.590], [-2.584, -2.712, 0.244], [-2.452, -1.522, -2.614], [-2.614, -3.236, -3.012], [0.177, -2.369, -3.267], [-0.869, -3.076, -4.529], [-0.870, -1.342, -4.241], [-5.605, -2.069, -4.181], [-6.349, -0.841, -4.676], [-5.397, 0.161, -5.342], [-4.362, 0.622, -4.419], [-3.564, 0.982, -3.675], [-4.864, -1.783, -3.433], [-6.281, -2.792, -3.726], [-5.083, -2.566, -5.000], [-6.863, -0.356, -3.844], [-7.116, -1.120, -5.401], [-5.938, 1.036, -5.707], [-4.898, -0.299, -6.197], [4.778, 0.202, 4.725], [4.478, 0.373, 6.208], [4.504, -0.952, 6.979], [3.503, -1.896, 6.483], [2.700, -2.618, 6.091], [4.034, -0.424, 4.234], [4.782, 1.165, 4.217], [5.756, -0.257, 4.571], [3.500, 0.840, 6.340], [5.212, 1.041, 6.662], [4.309, -0.790, 8.040], [5.485, -1.423, 6.891], [-1.281, 3.371, 2.644], [-0.928, 2.988, 4.072], [-0.339, 1.572, 4.184], [-1.268, 0.541, 3.714], [-1.995, -0.271, 3.346], [-2.040, 2.699, 2.237], [-1.670, 4.385, 2.587], [-0.403, 3.315, 1.996], [-1.817, 3.053, 4.701], [-0.193, 3.689, 4.472], [-0.067, 1.333, 5.212], [0.563, 1.495, 3.571], [-4.549, 2.811, 0.138], [-4.995, 3.964, -0.752], [-3.815, 4.760, -1.322], [-3.014, 5.355, -0.259], [-2.423, 5.828, 0.603], [-4.002, 3.176, 1.009], [-5.408, 2.246, 0.500], [-3.899, 2.123, -0.406], [-5.645, 4.640, -0.193], [-5.578, 3.582, -1.588], [-4.160, 5.564, -1.974], [-3.168, 4.108, -1.914]],
  "atomic_forces_ev_per_a": [[0.18, -0.04, 0.03], [0.01, -0.18, -0.09], [0.10, 0.00, 0.10], [-0.12, -0.20, 0.00], [-0.10, 0.17, -0.10], [-0.39, -0.18, -0.06], [0.23, -0.03, -0.05], [0.14, 0.12, 0.30], [-0.01, -0.37, -0.09], [0.11, 0.44, -0.09], [-0.37, -0.30, -0.15], [0.13, 0.44, -0.02], [0.10, -0.17, 0.02], [-0.13, 0.03, 0.08], [0.26, -0.30, -0.26], [-0.23, 0.02, 0.10], [-0.16, -0.03, -0.17], [0.39, 0.24, 0.04], [-0.27, -0.04, -0.02], [-0.09, 0.18, -0.12], [-0.10, 0.07, 0.05], [-0.09, -0.01, -0.11], [0.10, 0.05, 0.03], [-0.05, 0.09, -0.06], [-0.16, 0.16, 0.09], [-0.01, 0.12, -0.08], [-0.08, 0.03, 0.09], [0.02, 0.01, -0.12], [-0.13, -0.04, 0.03], [0.14, -0.05, 0.09], [0.03, 0.00, 0.12], [0.00, -0.07, 0.04], [0.05, -0.02, -0.14], [0.03, -0.01, 0.11], [0.04, 0.04, 0.11], [0.10, -0.08, -0.12], [-0.23, 0.13, 0.13], [0.09, -0.02, -0.04], [-0.04, 0.10, -0.14], [0.12, -0.09, -0.03], [0.05, -0.01, 0.05], [0.07, -0.02, -0.10], [0.03, -0.06, 0.15], [0.00, 0.10, 0.08], [0.06, -0.11, -0.01], [0.11, -0.03, 0.17], [0.01, -0.10, 0.07], [0.03, -0.06, 0.05], [0.02, 0.00, 0.02], [-0.13, -0.02, -0.03], [0.08, 0.12, 0.10], [-0.01, -0.01, 0.00], [0.02, -0.07, 0.01], [-0.02, 0.01, 0.00], [0.01, -0.01, 0.00], [0.01, 0.04, -0.02], [0.03, 0.02, -0.04], [0.02, 0.00, -0.02], [-0.02, 0.00, -0.02], [-0.03, 0.05, 0.08], [0.02, 0.00, -0.08], [0.02, 0.06, 0.00], [-0.14, -0.10, -0.04], [0.09, 0.08, 0.03], [0.01, -0.02, 0.01], [0.01, 0.00, -0.02], [0.00, 0.00, -0.02], [-0.01, 0.00, 0.02], [0.00, -0.02, 0.04], [0.03, -0.01, 0.00], [0.00, 0.00, 0.01], [0.03, -0.06, -0.01], [-0.03, -0.11, -0.01], [-0.03, 0.09, -0.12], [-0.16, -0.22, -0.04], [0.10, 0.31, 0.13], [0.01, -0.03, -0.01], [0.01, 0.00, 0.00], [0.01, 0.01, -0.01], [0.02, 0.01, 0.05], [0.00, -0.03, 0.05], [0.02, 0.01, -0.01], [0.04, -0.01, 0.03], [-0.01, 0.00, 0.00], [0.02, -0.05, 0.08], [-0.08, -0.12, -0.08], [-0.02, 0.08, -0.01], [0.12, 0.08, 0.10], [0.00, 0.01, -0.01], [0.01, -0.01, 0.00], [-0.01, 0.00, -0.01], [0.01, 0.01, -0.01], [-0.03, -0.02, -0.10], [0.01, -0.01, -0.01], [-0.03, -0.01, -0.01]],
  "mulliken_charge": [-1.62, 0.97, -1.21, -0.39, -0.03, -0.50, -0.43, 1.11, -0.66, -0.50, -0.15, 0.28, -1.84, 1.82, 0.02, -1.05, -0.43, -0.45, 0.26, -1.04, 0.38, 0.39, 0.37, -0.63, 0.27, 0.43, 0.32, 0.24, 0.45, 0.32, 0.57, 0.29, 0.51, 0.38, -0.12, -0.93, 0.21, -0.01, 0.35, 0.42, 0.11, 0.40, -0.21, 0.59, 0.03, 0.35, 0.29, -0.94, -0.45, -0.46, 0.23, -0.40, 0.13, 0.38, 0.32, 0.30, 0.31, 0.30, 0.29, -0.95, -0.39, -0.49, 0.25, -0.43, 0.30, 0.26, 0.31, 0.24, 0.32, 0.31, 0.29, -0.54, -0.70, -0.06, 0.24, -0.55, 0.10, 0.37, 0.12, 0.33, 0.37, 0.35, 0.02, -0.83, -0.51, -0.34, 0.27, -0.47, 0.16, 0.37, 0.17, 0.32, 0.32, 0.32, 0.20]
}